1.
Here is C30H36N2O2PPdS2Si as an isolated structure from the OMol25 dataset. Energies are from the ωB97M-V functional and the def2-TZVPD basis.

Charge   -2
Energy relative to the best compared isomer or geometry (same formula, charge and spin)   0.0 kcal per mole
Total energy   -2980.06896 hartree
Spin multiplicity   2
Expectation value of S²   0.754
LUMO level (alpha / beta)   4.621 / 4.620 eV
Highest occupied orbital energy (alpha / beta)   -1.04 / -1.35 eV
Gap between HOMO and LUMO (alpha / beta)   0.2079 / 0.2193 Ha

Each line ends with the Löwdin spin population.
CARTESIAN COORDINATES (ANGSTROEM)
1 Pd -1.10962 -0.06950 0.48292  0.676
2 S -1.02665 1.12769 -1.81588  0.019
3 S -4.36552 0.59394 -2.65014  0.005
4 P -2.55143 1.21796 -3.10383  0.006
5 Si 1.70349 -0.13802 1.21793  0.005
6 O -2.68323 2.72213 -3.67851  0.001
7 O -2.05908 0.47497 -4.46848  0.003
8 N 0.54724 1.04661 1.47800  0.080
9 N -3.68448 -2.10521 0.19749  0.030
10 C 1.73176 2.92645 2.50423  0.004
11 C -1.74878 -4.40681 -1.97281  0.002
12 C -2.65962 -2.94228 -0.25953  0.019
13 C -1.48320 -2.74215 1.97472  0.020
14 C -1.31183 4.56987 -2.90504  0.000
15 C -2.79176 -1.75015 -5.09676  0.000
16 C -1.74036 -0.91794 -4.39271  0.000
17 C -1.61402 -3.33327 0.61320  0.009
18 C 1.72313 4.26634 2.84798  0.001
19 C -1.49638 3.48806 -3.94827  0.000
20 C -1.21055 -1.72309 4.53645  0.002
21 C 0.62517 2.32713 1.83625  0.010
22 C -0.73760 -4.81305 -1.11494  0.000
23 C -1.48286 -3.59834 3.07804  0.004
24 C 6.12811 1.54948 0.50907  0.000
25 C -1.19856 -0.88215 3.42957  0.009
26 C -0.68723 -4.26625 0.16219  0.002
27 C -1.34831 -3.09458 4.36589  -0.001
28 C 5.77638 1.10863 1.77836  0.000
29 C -0.48441 3.18997 1.58610  0.000
30 C -0.46797 4.51916 1.94673  0.000
31 C 1.54708 -1.18900 -0.34978  0.000
32 C -2.69614 -3.48684 -1.55015  0.002
33 C 4.50640 0.59834 2.01253  0.000
34 C -1.33800 -1.34636 2.11612  0.075
35 C 3.92667 0.95957 -0.25732  0.000
36 C 0.63900 5.09003 2.57960  -0.001
37 C 3.53886 0.50870 1.01120  0.001
38 C 5.19293 1.47022 -0.51569  0.000
39 C 1.83816 -1.36914 2.69656  0.000
40 H -4.10636 -1.50370 -0.50929  0.002
41 H -1.62998 -1.22666 -3.34797  0.000
42 H -1.63508 3.92715 -4.94037  0.000
43 H 5.44904 1.81188 -1.51187  0.000
44 H 1.30658 -2.28833 2.43682  0.000
45 H -3.49589 -3.18110 -2.21800  0.000
46 H 7.11564 1.95479 0.32068  0.000
47 H 0.12161 -4.53944 0.83190  0.000
48 H -1.34285 2.74472 1.07832  -0.001
49 H -3.38605 -1.51742 0.98420  0.012
50 H -1.13514 4.12263 -1.92778  0.000
51 H -0.62327 2.83651 -3.98793  0.000
52 H -0.76359 -1.05144 -4.86531  0.000
53 H -1.80072 -4.80010 -2.98271  0.000
54 H 3.20486 0.91630 -1.06723  0.000
55 H -3.76453 -1.56767 -4.63967  0.000
56 H -1.03713 0.18242 3.57554  0.001
57 H -2.20456 5.19642 -2.84842  0.000
58 H -2.84654 -1.47883 -6.15378  0.000
59 H 2.87342 -1.62796 2.92287  0.000
60 H 0.64907 6.13753 2.85598  0.000
61 H 2.59261 2.32315 2.75226  0.000
62 H 2.59587 4.67949 3.34865  0.000
63 H -1.09891 -1.30810 5.53382  0.000
64 H 1.47155 -0.63693 -1.28918  0.000
65 H 0.73512 -1.93178 -0.31090  0.002
66 H -2.55759 -2.81415 -5.01827  0.000
67 H -1.60399 -4.66675 2.92414  0.001
68 H -1.35602 -3.76145 5.22170  0.000
69 H -1.33334 5.13610 1.72788  0.000
70 H 2.48975 -1.75979 -0.38599  0.000
71 H -0.45809 5.20181 -3.16206  0.000
72 H 0.01635 -5.51967 -1.44028  0.000
73 H 4.26138 0.25649 3.01430  0.000
74 H 1.35639 -0.99880 3.60688  0.000
75 H 6.49360 1.17160 2.58973  0.000



2.
Here is one molecule with the formula C11H23O6P from the OMol25 dataset. Energies are from the ωB97M-V functional and the def2-TZVPD basis.

SMILES   CCC[C@@](CCCCOC)(CP(=O)(O)O)OC=O
Total energy   -1225.68976 hartree
LUMO level   0.225 eV
Highest occupied orbital energy   -10.08 eV
Gap between HOMO and LUMO   0.3787 Ha

Each line ends with the Mulliken charge.
CARTESIAN COORDINATES (ANGSTROEM)
1 P -2.66612 1.29890 2.16944  0.832
2 O 0.29259 -3.50789 -0.99837  -0.377
3 O -2.31126 -0.08425 3.10723  -0.522
4 O -1.66781 0.99832 -3.24520  -0.477
5 O -3.12457 2.46136 3.07424  -0.743
6 O -3.99026 0.91499 1.19068  -0.495
7 O -2.07381 1.59744 -0.99264  -0.384
8 C 1.77995 1.44591 -0.31544  0.149
9 C 2.89583 2.61063 -0.51576  -1.291
10 C -0.79238 -0.40774 -0.10912  -0.404
11 C 0.35358 1.91464 -0.86123  -0.784
12 C 1.33093 -1.87076 0.65085  -0.442
13 C -0.90524 1.18180 -0.18905  0.858
14 C -2.20442 0.79814 -2.15100  0.245
15 C 0.95918 -3.37441 0.27116  -0.647
16 C -1.14156 1.89833 1.24345  -0.858
17 C 1.12284 -3.09257 -2.10610  -0.605
18 C 0.04717 -0.99206 1.12363  -0.468
19 H 2.62567 3.51050 0.12101  0.336
20 H 0.59687 -2.21950 -2.63286  0.175
21 H 1.93756 -1.35642 -0.15723  0.037
22 H 2.00622 -1.91864 1.58090  0.361
23 H -1.81684 -0.93143 -0.08507  0.377
24 H 1.21428 -3.98156 -2.81410  0.267
25 H 1.95055 -3.96341 0.25193  0.347
26 H 2.17700 -2.77444 -1.80660  0.297
27 H -4.01827 -0.03959 0.97063  0.338
28 H -2.92915 -0.09154 -2.07323  0.318
29 H 2.12788 0.59695 -1.00857  0.089
30 H 2.88842 2.85195 -1.63976  0.285
31 H 0.25676 3.02996 -0.58668  0.285
32 H -0.22586 1.80376 1.92859  0.352
33 H -1.39082 0.08389 3.42524  0.350
34 H 1.78026 1.15666 0.78136  0.151
35 H -0.27947 -0.80313 -1.06111  -0.070
36 H 0.46566 -0.21836 1.83891  0.253
37 H -1.27110 3.01032 1.04089  0.453
38 H 3.91251 2.17046 -0.23215  0.373
39 H -0.61539 -1.74328 1.68751  0.371
40 H 0.35432 -3.84835 1.12396  0.361
41 H 0.34832 1.88443 -2.00034  0.309